(1)
C21H34N3O3PPt as an isolated structure in a non-equilibrium geometry, computed with ωB97M-V/def2-TZVPD.

```
63
Properties=species:S:1:pos:R:3:forces:R:3
C -1.9014 0.4390 -3.9332 -0.468 1.602 -0.462
C -1.5169 -0.7069 -3.2366 1.018 -1.439 2.038
C -0.6434 -0.6766 -2.1266 -1.137 -0.470 -1.752
C -0.2635 0.5933 -1.6377 2.069 -1.425 1.009
C -0.5386 1.7186 -2.4286 -0.943 2.330 -1.764
C -1.4057 1.6738 -3.5213 0.129 0.247 0.479
C -0.3746 -1.9802 -1.4297 -0.680 -0.245 0.081
C 0.8929 -2.8919 -1.5699 -0.225 -0.973 0.991
N 2.1183 -2.5033 -2.1853 0.421 0.968 0.332
Pt 0.6547 1.0707 0.2179 -1.677 -1.357 0.662
C 0.0945 3.0499 -2.1019 0.932 0.390 0.289
P 1.5229 2.6743 -0.9667 -0.624 2.075 -2.619
H -1.9308 -1.6796 -3.5035 0.006 0.261 -0.171
H -1.6306 2.6233 -4.0178 -0.076 -0.577 -0.058
H -2.5974 0.3951 -4.7708 0.296 -0.170 0.121
H -0.5954 3.7439 -1.5913 -0.017 -0.388 -0.094
H 0.4500 3.5716 -3.0048 -0.243 -0.210 0.146
H -0.5360 -1.8176 -0.3556 0.223 -0.079 -0.402
H -1.1879 -2.6451 -1.7447 0.120 0.123 0.238
H 1.1650 -3.1877 -0.5433 -0.092 -0.011 -0.481
C 2.1998 4.1683 -0.2038 0.160 0.249 -0.183
C 2.7271 2.0684 -2.2095 0.318 -0.114 0.443
H 0.5727 -3.8314 -2.0646 0.136 0.358 -0.083
C 2.1919 -1.8690 -3.4647 -0.064 0.538 -0.712
C 3.3395 -2.5860 -1.4193 0.698 0.196 0.418
H 1.5075 1.7484 1.5515 0.139 0.307 0.466
H 2.5298 -2.5744 -4.2468 -0.102 0.050 0.317
H 1.2215 -1.4522 -3.7549 0.171 -0.263 0.078
H 2.9389 -1.0574 -3.4187 -0.284 -0.377 -0.043
H 3.8321 -3.5702 -1.5385 -0.324 0.210 -0.062
H 4.0413 -1.8162 -1.7730 -0.214 -0.372 0.046
H 3.1439 -2.4205 -0.3470 -0.103 -0.138 -0.414
H 3.1790 2.8791 -2.7968 -0.188 -0.108 0.237
H 3.5142 1.5315 -1.6705 0.074 0.069 -0.179
H 2.2411 1.3618 -2.8969 -0.028 0.227 0.260
H 2.3926 4.9404 -0.9619 0.013 -0.193 0.205
H 1.5051 4.5643 0.5501 0.218 -0.195 -0.228
H 3.1533 3.8970 0.2727 -0.265 0.140 -0.043
H 2.0299 1.1705 1.2742 1.662 -0.567 0.544
C -4.1082 0.2517 2.9672 -0.163 0.348 -0.132
C -3.3176 -1.0090 3.2402 0.140 -0.471 -0.073
C -1.7896 -0.8573 3.0996 -0.598 -0.178 -0.109
C -1.1892 0.1146 4.1702 0.284 -0.793 0.113
C -1.2215 1.5905 3.8226 -0.052 0.270 -0.015
C -1.1491 -2.2493 3.2155 -1.187 -1.205 0.769
O -1.7041 -3.2576 3.6223 1.171 1.868 -0.557
N 0.1793 -2.2834 2.7771 0.974 0.495 -0.717
C 0.8182 -1.3731 1.9185 0.564 -2.098 1.694
O 1.9839 -1.5445 1.5727 -1.576 0.699 0.004
N -0.0224 -0.3624 1.4773 0.126 0.389 -1.688
C -1.3904 -0.4493 1.6845 -3.062 0.015 -0.086
O -2.2157 -0.2491 0.7870 2.346 -0.303 1.157
H -4.0094 0.9779 3.7786 -0.135 -0.067 -0.150
H -5.1686 0.0084 2.8528 0.164 0.062 0.117
H -3.7679 0.6916 2.0236 -0.326 0.145 0.349
H -3.5093 -1.3797 4.2568 0.056 0.002 -0.302
H -3.6531 -1.7916 2.5463 0.145 0.098 0.209
H -1.7491 -0.0931 5.0941 0.207 0.110 -0.246
H -0.1477 -0.1898 4.3506 -0.192 0.139 0.163
H -2.2153 1.9052 3.4852 0.385 0.059 0.059
H -0.9519 2.1754 4.7107 -0.086 -0.091 -0.238
H -0.4810 1.8248 3.0436 -0.245 0.042 0.084
H 0.7427 -3.0678 3.0724 0.012 -0.206 -0.053
```
Forces are in eV/Å.

As for the net charge: +2. As for the multiplicity: 5.

Results of the Löwdin charge analysis, in e, for atoms 1 through 5:
1. C 0.02
2. C 0.02
3. C -0.24
4. C -0.18
5. C -0.28

(2)
A 2-piece molecular cluster, C21H34N4O overall in a non-equilibrium geometry, computed with ωB97M-V/def2-TZVPD.

```
60
Properties=species:S:1:pos:R:3:forces:R:3
C 4.1451 3.7168 0.2762 1.387 -1.372 1.105
C 4.2667 2.1153 0.5333 0.411 0.468 0.212
C 4.1642 1.6422 2.0607 -2.716 -0.368 -0.382
C 4.4674 1.2494 -0.6175 -0.859 -0.015 0.207
C 3.1626 0.5978 -1.3337 1.180 -1.386 1.799
C 2.0869 0.3388 -0.1687 -0.238 -0.807 -0.833
C 0.9128 -0.6996 -0.5809 -0.249 0.112 0.941
C 0.2909 -1.2256 0.8353 0.169 0.659 -0.183
C -0.2345 -0.0349 -1.4812 0.345 -0.007 -0.321
C -1.3858 -1.0788 -1.9142 0.447 0.687 -0.919
N -2.7131 -0.6599 -1.3152 0.529 -1.509 0.626
C -3.5078 0.4545 -1.9034 -1.034 0.964 0.737
C -3.4391 1.8313 -1.0972 0.176 3.844 1.275
C -3.5717 3.1418 -1.9453 0.241 0.094 3.297
C -3.5694 4.5459 -1.3009 0.175 -2.635 1.961
C -3.4234 4.7275 0.2379 -0.059 -4.103 -1.518
C -3.2823 3.4196 1.0962 -0.390 0.169 -3.459
C -3.2935 1.9949 0.4322 -0.354 2.925 -1.779
C -3.1817 -1.3386 -0.2649 -2.844 -1.663 3.737
N -4.4428 -1.0425 0.4059 1.480 -2.824 2.105
C -4.5933 -1.9533 1.5024 3.526 1.028 -4.276
N -3.4504 -2.8377 1.4804 -3.604 2.101 0.823
N -2.6445 -2.4604 0.4613 0.321 2.244 -3.098
H 3.3057 3.8476 -0.4852 1.383 -0.036 0.938
H 5.1602 4.1185 -0.0618 -1.493 -0.145 0.090
H 3.8502 4.2094 1.2684 0.494 -0.571 -1.446
H 3.1709 2.0229 2.5282 1.513 -0.473 -0.452
H 4.1216 0.4931 2.1781 0.355 1.897 -0.374
H 5.0031 2.0626 2.7160 -0.902 -0.452 -1.373
H 5.5421 1.0498 -0.9794 -1.869 1.689 -0.835
H 2.7803 1.2890 -2.1730 0.717 -0.674 1.417
H 3.4364 -0.4043 -1.8201 -0.502 1.314 0.661
H 1.6012 1.3272 0.1830 0.810 -1.509 -0.367
H 2.6594 -0.1867 0.6861 -1.049 0.985 -1.406
H 1.3236 -1.5981 -1.1606 -0.272 1.198 1.094
H -0.7745 -0.8141 0.9195 1.231 -0.611 0.098
H 0.8767 -0.7725 1.7243 -0.920 -0.766 -1.508
H 0.3817 -2.3603 0.9425 -0.008 1.379 -0.352
H 0.2383 0.3740 -2.4543 -0.727 -0.554 1.557
H -0.7658 0.8354 -0.9471 0.930 -1.195 -0.720
H -1.1370 -2.1719 -1.6734 -0.392 1.620 -0.121
H -1.5371 -1.0325 -3.0566 0.184 -0.154 1.785
H -3.1531 0.6517 -2.9677 -0.430 -0.497 1.492
H -4.6110 0.1158 -1.8907 1.720 0.522 -0.228
H -3.6981 3.0366 -3.0788 0.251 0.281 1.873
H -3.7038 5.4586 -1.9770 0.280 -1.530 1.144
H -3.4402 5.7629 0.7419 0.066 -1.942 -1.001
H -3.1845 3.5321 2.2374 -0.150 -0.379 -2.080
H -3.2185 1.0850 1.1099 -0.062 1.450 -1.075
H -5.4850 -1.9191 2.2086 1.699 -0.415 -1.026
H -3.2573 -3.6265 2.1114 0.192 0.676 -0.692
H -1.7547 -2.9082 0.1831 -0.654 0.084 0.924
C 2.3671 -5.6773 0.6664 0.170 -0.686 0.722
C 2.5125 -4.2511 1.2376 -0.096 -1.302 -1.022
O 2.2899 -3.3871 0.2421 -0.336 1.350 0.055
H 3.0923 -5.8718 -0.1304 -0.088 0.226 0.028
H 2.5436 -6.4192 1.4586 -0.005 -0.203 -0.003
H 1.3611 -5.8562 0.2697 0.042 0.203 -0.030
H 3.5068 -4.2375 1.7274 0.406 0.312 -0.092
H 1.8325 -4.2225 2.1173 -0.530 0.302 0.269
```
Forces are in eV/Å.

As for the multiplicity: 1.

Results of the Löwdin charge analysis, in e, for atoms 1 through 5:
1. C -0.08
2. C -0.30
3. C -0.11
4. C -0.10
5. C -0.18

| no. | total energy (Eh) |
| --- | --- |
| 1 | -1670.469904 |
| 2 | -1114.267090 |